Entry from the OMol25 dataset: a cluster of 13 separate species, C37H68Br10O24 in total (wB97M-V/def2-TZVPD).

Geometry as XYZ:
```
139
Properties=species:S:1:pos:R:3:forces:R:3:mulliken_charge:R:1
C -1.0734 2.3187 -6.7026 -0.7 -0.8 -0.1 -1.638
C -0.1316 2.3512 -5.5081 -1.8 0.8 -1.2 0.648
C -0.9129 2.6114 -4.2258 1.1 0.0 1.0 -0.380
O -0.5985 1.4472 -3.4296 -0.4 -0.4 0.2 0.016
C 0.1131 0.5301 -4.1357 -0.5 4.2 -1.3 0.211
O 0.3638 -0.5366 -3.7508 3.4 -1.4 0.1 -0.396
O 0.4564 1.0813 -5.3154 0.8 -0.7 -0.2 -0.335
H -1.5815 3.2716 -6.8595 0.5 0.3 -0.1 0.407
H -1.9111 1.6282 -6.5391 0.3 -0.2 0.2 0.356
H -0.5648 1.9664 -7.6008 0.0 0.3 0.0 0.365
H 0.5726 3.1469 -5.7435 0.7 -0.4 0.6 0.313
H -1.9983 2.6993 -4.2994 0.2 -0.1 -0.3 0.411
H -0.4954 3.4682 -3.6895 -0.3 -0.1 0.0 -0.115
C 2.5340 -7.4092 2.8165 -0.1 1.0 0.9 -1.236
C 1.0266 -7.5718 2.9963 0.9 -1.4 -2.0 0.445
C 0.1166 -6.3675 2.7753 -1.0 -0.1 1.0 0.395
O -0.9750 -6.9076 1.9811 0.2 0.7 0.1 -0.333
C -0.5859 -8.0407 1.3794 1.5 0.1 0.2 0.619
O -1.1677 -8.6461 0.5520 -1.0 -0.3 -0.5 -0.527
O 0.6550 -8.3787 1.8015 -0.3 0.1 0.9 -0.386
H 2.7719 -7.1642 1.7845 -0.1 0.3 0.0 0.294
H 3.1279 -8.2808 3.0804 -0.4 -0.3 0.0 0.396
H 2.8599 -6.6145 3.5025 0.1 0.0 -0.3 0.226
H 0.8343 -8.2126 3.8582 -0.4 0.4 0.1 0.245
H 0.6144 -5.4910 2.3526 0.0 -0.4 -0.7 -0.302
H -0.4097 -5.9922 3.6551 0.4 -0.2 0.3 0.161
C -3.8167 1.0959 3.7841 0.2 -0.6 0.2 -1.632
C -2.3615 0.9833 4.2171 -0.8 0.2 0.9 1.251
C -1.7086 2.3253 4.6495 0.2 -0.7 -0.6 0.543
O -1.2935 2.0908 5.9932 -0.2 0.4 0.1 -0.355
C -1.7688 0.9071 6.4592 0.1 -0.3 0.0 0.636
O -1.6257 0.5134 7.5756 -0.1 0.3 -0.6 -0.540
O -2.3947 0.2307 5.4666 0.5 0.4 0.1 -0.495
H -4.2764 0.1212 3.9676 0.1 -0.1 -0.5 0.429
H -3.8983 1.3676 2.7359 -0.2 0.1 0.1 0.307
H -4.3964 1.7501 4.4381 0.3 0.4 -0.2 0.374
H -1.7648 0.4044 3.5111 0.1 0.1 0.0 -0.108
H -2.4028 3.1628 4.5477 -0.1 -0.1 0.5 0.227
H -0.8221 2.5630 4.0608 0.0 -0.2 0.0 -0.671
Br -0.5202 9.1561 -2.8002 0.1 0.2 0.1 -0.162
C -1.3653 7.4183 -2.6705 -0.2 0.1 -0.5 -0.626
C -0.8057 6.6740 -1.4938 0.0 -0.4 -0.8 -0.322
Br -1.7190 4.9405 -1.3802 0.1 0.1 -0.1 -0.061
H -1.1029 6.9154 -3.5961 0.0 -0.1 0.0 0.287
H -2.4369 7.5804 -2.6745 -0.1 0.0 0.3 0.429
H -0.9295 7.1744 -0.5470 0.1 0.0 0.2 0.473
H 0.1986 6.3732 -1.7666 0.3 0.3 0.6 0.149
Br 6.9792 -0.4419 2.2491 -0.1 0.1 0.3 -0.193
C 5.0400 -0.4999 2.2051 -0.4 -0.3 -1.4 -0.022
C 4.3859 0.8615 2.2696 0.0 0.0 0.9 -0.632
Br 2.6074 0.7211 1.4703 0.3 0.1 0.0 -0.073
H 4.6534 -1.2276 2.9111 0.2 0.2 0.4 0.327
H 4.8165 -0.9108 1.2189 0.2 -0.1 0.1 -0.221
H 4.9494 1.6591 1.8003 0.0 -0.1 -0.4 0.563
H 4.2002 1.1635 3.2981 0.0 0.1 0.0 0.289
Br -4.4225 -4.1831 -1.7577 0.0 -0.3 0.2 -0.209
C -2.9483 -5.4085 -1.2503 -0.4 0.6 -0.8 -0.662
C -1.7223 -4.5862 -1.4845 0.4 -0.1 0.0 0.214
Br -0.0928 -5.6145 -1.1452 0.0 -0.1 0.0 -0.197
H -3.0015 -6.1998 -1.9832 -0.1 -0.4 0.2 0.453
H -3.1231 -5.7259 -0.2374 0.0 -0.2 0.2 0.400
H -1.7025 -3.6996 -0.8625 0.2 0.0 0.1 -0.149
H -1.6494 -4.3168 -2.5311 0.0 0.1 0.0 0.173
Br -0.1276 6.0836 2.7319 -0.2 0.4 -0.3 -0.154
C 0.9142 4.4771 2.8953 0.2 -0.3 -0.2 0.636
C 1.2587 4.3019 4.3437 0.3 -1.0 -0.1 -0.864
Br 1.9105 2.4540 4.5698 -0.1 0.3 0.2 -0.124
H 1.8152 4.5490 2.2967 0.0 0.3 -0.1 -0.062
H 0.3296 3.6698 2.4653 -0.2 -0.1 0.2 -0.351
H 0.4059 4.4236 4.9957 0.0 0.0 0.2 0.496
H 2.1119 4.8986 4.6282 -0.1 0.4 0.2 0.514
Br 2.3816 -3.7081 4.2174 -0.2 0.2 -0.1 -0.167
C 0.8374 -2.4684 4.0440 0.6 -0.3 0.3 0.510
C 1.0507 -1.2567 4.8947 1.3 0.7 0.2 0.383
Br 1.2642 -1.6343 6.7912 -0.4 0.1 -0.1 -0.113
H -0.0058 -3.0802 4.3348 -0.3 0.1 -0.2 0.604
H 0.8847 -2.1997 2.9971 -0.5 0.1 0.1 -0.768
H 0.3723 -0.4196 4.7439 -0.6 -0.5 0.1 -0.359
H 2.0172 -0.8123 4.6419 0.0 -0.2 -0.1 -0.037
C 6.2377 -4.1564 0.0443 -0.7 0.6 0.4 -0.739
O 5.1709 -3.2167 -0.2139 0.1 -0.3 1.0 -0.160
C 4.7747 -2.9839 -1.4394 0.7 0.5 -1.3 0.499
O 5.3419 -3.3255 -2.4475 -0.4 -0.3 0.1 -0.597
O 3.7063 -2.1924 -1.3684 -0.6 -0.3 0.0 0.074
C 2.8805 -2.0656 -2.5316 -0.4 1.2 -0.3 -0.474
H 7.1836 -3.6228 0.0892 0.1 -0.1 -0.2 0.282
H 6.2316 -4.9750 -0.6671 0.1 0.1 -0.1 0.354
H 5.9547 -4.4801 1.0436 0.4 -0.4 0.0 0.220
H 2.3498 -2.9681 -2.8302 0.3 -0.3 0.3 0.425
H 3.4002 -1.6403 -3.3940 0.3 -0.3 0.2 0.472
H 2.1368 -1.3168 -2.2455 0.0 -0.3 0.0 -0.350
C 2.2839 1.7589 -2.2948 0.1 0.6 -0.7 0.255
O 1.9755 3.1393 -2.6548 -0.4 -0.5 -0.1 -0.205
C 2.4033 4.1588 -1.9488 0.2 0.0 0.0 0.789
O 2.0727 5.2857 -2.1788 -0.4 0.7 -0.2 -0.730
O 3.2481 3.8019 -0.9935 0.5 0.0 0.7 -0.359
C 3.6269 4.8085 -0.0527 0.3 0.1 0.6 -0.585
H 2.9441 1.7007 -1.4416 0.0 -0.1 0.0 0.417
H 2.7485 1.3887 -3.2070 0.1 -0.4 0.2 0.287
H 1.3299 1.2771 -2.1261 0.0 -0.2 0.2 -0.677
H 3.0434 5.7202 -0.1594 -0.1 -0.2 -0.1 0.379
H 4.6867 5.0569 -0.1375 -0.1 -0.1 -0.4 0.279
H 3.4964 4.3708 0.9408 -0.1 0.0 -0.1 -0.001
C 0.9945 -2.5792 0.5363 -0.6 -0.6 1.7 -0.962
O 0.2523 -1.6723 -0.2696 0.2 -0.2 -1.3 0.180
C -0.2460 -0.6036 0.3622 0.5 -1.0 -0.5 -0.115
O -0.1745 -0.4733 1.5526 -0.6 0.9 0.6 -0.236
O -0.7724 0.1961 -0.5606 -0.3 0.4 0.1 -0.206
C -1.2742 1.4766 -0.1217 0.2 0.1 -0.4 -0.844
H 0.2897 -3.0019 1.2717 0.3 0.4 0.2 0.609
H 1.8198 -2.0583 1.0170 0.0 -0.1 0.1 0.301
H 1.3558 -3.5031 0.0901 0.0 0.7 -1.3 0.101
H -0.4285 2.1657 -0.0019 -0.1 -0.3 0.7 0.295
H -1.9541 1.3459 0.7203 0.4 0.2 0.2 0.522
H -1.8288 1.9483 -0.9351 -0.1 -0.7 -0.2 0.143
C -1.6876 -1.7407 -3.3465 -1.9 1.2 0.5 1.687
O -1.4451 -2.6547 -4.4035 0.6 -0.1 -0.2 -0.226
C -1.4638 -2.1710 -5.6369 -0.6 0.0 -0.6 0.789
O -1.9782 -1.1372 -5.9998 0.5 0.0 0.2 -0.605
O -0.9037 -3.0830 -6.4307 0.4 -0.5 -0.1 -0.329
C -0.7054 -2.8295 -7.8252 -0.7 0.2 -0.1 -0.712
H -1.1335 -0.8008 -3.4287 -1.5 -1.8 0.4 -1.021
H -1.4093 -2.2510 -2.4377 0.0 0.1 0.1 -0.673
H -2.7318 -1.4178 -3.3264 -0.3 -0.7 0.1 0.477
H -0.5146 -3.7809 -8.3190 0.3 -0.1 0.4 0.260
H 0.1360 -2.1553 -7.9671 -0.1 0.1 0.0 0.277
H -1.6165 -2.4532 -8.3046 0.2 0.3 0.3 0.306
C -8.0300 2.5586 1.2830 -0.2 0.9 -0.9 -0.683
O -6.6158 2.4286 1.4754 -0.1 -0.1 0.2 -0.280
C -5.9220 3.5634 1.3874 0.4 0.1 0.1 0.565
O -6.3657 4.6700 1.2443 0.0 -0.1 -0.1 -0.547
O -4.6203 3.2504 1.5049 0.3 -0.5 0.1 -0.032
C -3.6547 4.2699 1.2044 -1.0 0.7 -0.1 -0.374
H -8.4701 1.5722 1.2954 0.1 -0.2 0.3 0.234
H -8.2145 3.0055 0.2967 0.1 -0.2 0.1 0.298
H -8.4931 3.2492 1.9881 0.2 -0.3 0.3 0.285
H -3.5679 4.9958 2.0172 -0.2 -0.1 -0.1 0.266
H -3.9988 4.7645 0.2980 0.2 0.2 0.1 0.475
H -2.6748 3.8578 1.0093 -0.1 -0.6 0.2 -0.277
```
Forces are in eV/Å.

Calculated values
Total energy: -789036.778 eV
Molecular weight: 1695.97 g mol⁻¹
Multiplicity: 1
LUMO energy: 0.0 eV
HOMO-LUMO gap: 10.02 eV
Strongest force on any atom: 4.5 eV/Å

=====

Entry from the OMol25 dataset: a cluster of 2 separate species, C3H8OS2 in total (wB97M-V/def2-TZVPD).

Geometry as XYZ:
```
14
Properties=species:S:1:pos:R:3:forces:R:3:mulliken_charge:R:1
C 1.4071 1.4956 1.6129 -2.0 0.6 -0.6 -0.690
S 2.5549 1.0370 0.2862 -1.7 0.9 -1.8 0.333
S 1.5913 1.6805 -1.5203 3.1 -1.4 1.0 0.146
H 1.9018 2.2851 2.1990 -0.4 0.2 -0.5 0.325
H 0.2680 1.7116 1.2846 2.9 -0.3 0.7 0.342
H 1.3857 0.6556 2.2841 0.0 -0.7 0.2 0.294
H 0.5105 2.0250 -0.9418 -1.9 0.6 1.0 0.250
C -2.9321 -2.6487 -0.9704 -2.2 0.6 1.8 -0.577
C -3.7017 -2.4201 0.1611 2.5 -2.3 -3.6 -0.057
O -3.2143 -2.1960 1.4026 0.0 0.4 0.9 -0.512
H -3.2333 -3.3036 -1.7883 -0.8 0.7 0.1 0.247
H -2.1143 -2.0461 -1.2037 2.1 0.2 0.3 0.204
H -4.6924 -2.7257 0.0293 -1.7 -0.7 0.7 0.344
H -3.2900 -3.0737 1.8394 0.1 1.0 -0.1 0.352
```
Forces are in eV/Å.

Calculated values
Total energy: -26947.464 eV
Relative energy (zero: lowest compared OMol25 entry of this formula, charge and spin): 58.1 kcal per mole
Molecular weight: 124.23 g mol⁻¹
Multiplicity: 2
LUMO energy (alpha / beta): -5.9 / -8.4 eV
⟨S²⟩: 0.755
HOMO-LUMO gap (alpha / beta): 5.34 / 2.79 eV
Charge: +1
Strongest force on any atom: 4.9 eV/Å

=====

Entry from the OMol25 dataset: a structure of composition C5H5NO (wB97M-V/def2-TZVPD).

Geometry as XYZ:
```
12
Properties=species:S:1:pos:R:3:forces:R:3:mulliken_charge:R:1
O -0.1758 1.0248 -2.3709 -0.8 0.1 0.2 -0.639
C -0.1593 0.6385 -1.2046 0.7 -1.2 -1.5 0.590
C 1.1627 0.4721 -0.5357 -0.5 -0.8 1.7 -0.482
C -0.0884 -0.7924 0.6128 2.0 1.3 -0.9 -0.391
C -1.0181 -0.1591 -0.2777 -0.4 2.7 -0.7 -0.592
C -0.3075 -0.9257 2.0172 0.0 0.3 1.8 0.340
N -0.4719 -0.9977 3.1667 0.2 0.0 -1.6 -0.399
H 1.8926 -0.1050 -1.1244 -0.4 0.2 0.4 0.315
H 1.5962 1.2743 0.0577 -0.2 -0.2 0.1 0.273
H 0.5703 -1.5423 0.2028 -0.4 -0.5 -0.2 0.365
H -0.9045 1.3395 -0.2847 -0.2 -1.8 1.0 0.136
H -2.0962 -0.2270 -0.2591 -0.1 -0.1 -0.2 0.485
```
Forces are in eV/Å.

Calculated values
Total energy: -8798.053 eV
Relative energy (zero: lowest compared OMol25 entry of this formula, charge and spin): 123.7 kcal per mole
Molecular weight: 95.10 g mol⁻¹
Multiplicity: 1
LUMO energy: -0.8 eV
HOMO-LUMO gap: 8.78 eV
Strongest force on any atom: 2.8 eV/Å

=====

Entry from the OMol25 dataset: a cluster of 3 separate species, C6H10N2O3 in total (wB97M-V/def2-TZVPD).

Geometry as XYZ:
```
21
Properties=species:S:1:pos:R:3:forces:R:3:mulliken_charge:R:1
C 2.8804 -0.9515 -0.3487 -0.5 0.8 0.3 -0.604
C -4.0880 -0.5378 -0.3322 0.1 -0.2 1.6 0.697
C 0.7245 1.5083 1.5462 1.7 1.4 1.3 -1.058
C -0.1467 1.8167 -0.8257 -1.4 -1.1 -0.1 -0.881
C 1.0029 -2.4121 -0.0924 -3.5 -4.0 -0.7 -0.110
C -0.3128 1.2057 0.5609 -0.1 -0.1 -3.4 0.803
N 1.7444 -1.4935 -0.0423 4.6 3.0 -0.3 -0.013
N -0.2592 -2.5250 -0.4769 0.1 1.0 0.0 -0.233
O -3.8788 -1.3333 0.4552 0.6 -2.3 1.2 -0.343
O -4.3396 0.3452 -0.9895 -0.7 2.5 -2.7 -0.338
O -1.2183 0.4086 0.5917 -0.4 -0.7 2.0 -0.541
H 3.3588 -0.4541 0.4912 0.3 0.4 -0.5 0.325
H 0.4397 1.0984 2.5121 0.2 0.2 0.2 0.329
H 1.6912 1.0669 1.2269 -0.7 -0.4 -0.1 0.127
H 1.1032 2.6112 1.6004 -1.4 -1.7 0.0 0.341
H -1.0531 2.4722 -0.9247 1.0 -0.3 -0.3 0.305
H -0.2423 0.9229 -1.5765 0.5 2.0 1.2 0.206
H 0.7766 2.3447 -0.8075 0.7 0.6 -0.9 0.346
H -0.6521 -3.4310 -0.4454 -0.6 -0.4 0.0 0.220
H -0.8290 -1.7197 -0.7417 0.1 -0.4 0.2 0.165
H 3.2983 -0.9430 -1.3813 -0.4 -0.3 1.0 0.258
```
Forces are in eV/Å.

Calculated values
Total energy: -15504.266 eV
Relative energy (zero: lowest compared OMol25 entry of this formula, charge and spin): 86.3 kcal per mole
Molecular weight: 158.16 g mol⁻¹
Multiplicity: 1
LUMO energy: 0.5 eV
HOMO-LUMO gap: 8.05 eV
Strongest force on any atom: 5.5 eV/Å

=====

> Which value of total energy does entry 4 give?

-15504.266 eV

=====

> Number 2 is which compound?

C3H8OS2

=====

> Among the records above, which one has the highest multiplicity?

C3H8OS2